1.
Below is a molecular structure, C19H28N6O8PPt, with properties calculated with wB97M-V/def2-TZVPD.

CARTESIAN COORDINATES (ANGSTROEM)
Pt 0.645 -0.533 -1.472
O 1.801 1.323 -1.736
C 2.946 1.160 -2.604
C 2.787 -0.093 -3.427
C 3.636 -0.335 -4.491
C 3.515 -1.517 -5.202
C 2.543 -2.438 -4.831
C 1.725 -2.142 -3.766
N 1.842 -0.987 -3.083
H 2.015 1.899 -0.971
H 3.855 1.093 -2.001
H 3.015 2.035 -3.249
H 4.386 0.399 -4.755
H 4.173 -1.720 -6.037
H 2.418 -3.372 -5.360
H 0.957 -2.826 -3.432
O 2.997 -3.495 0.773
C 2.292 -2.449 0.572
O 1.586 -2.293 -0.434
C 2.428 -1.478 1.703
C 2.399 -0.130 1.376
C 2.295 0.792 2.391
C 2.312 0.432 3.729
C 2.433 -0.915 4.011
C 2.479 -1.892 3.032
N 2.452 -1.344 5.438
O 2.101 -0.515 6.242
O 2.798 -2.479 5.645
N 2.027 2.193 2.007
O 1.543 2.909 2.837
O 2.212 2.504 0.833
H 2.443 0.206 0.355
H 2.221 1.159 4.527
H 2.539 -2.934 3.321
C -1.491 2.938 0.741
N -2.511 2.026 0.210
C -3.885 2.531 0.239
P -2.185 0.400 0.050
O -0.694 0.183 0.046
N -2.798 -0.190 1.500
C -4.229 -0.335 1.746
C -1.956 -0.211 2.695
N -3.130 -0.184 -1.124
C -3.179 -1.656 -1.271
C -3.152 0.525 -2.425
H -1.691 3.932 0.344
H -0.499 2.611 0.447
H -1.554 2.994 1.833
H -3.892 3.534 -0.189
H -4.237 2.611 1.273
H -4.549 1.886 -0.328
H -4.775 -0.452 0.816
H -4.604 0.535 2.297
H -4.378 -1.210 2.383
H -2.255 0.593 3.375
H -0.910 -0.111 2.425
H -2.120 -1.160 3.210
H -3.335 -2.140 -0.308
H -2.269 -2.057 -1.727
H -4.018 -1.902 -1.918
H -3.230 1.600 -2.285
H -4.029 0.188 -2.975
H -2.262 0.303 -3.021

Forces on atoms 1 to 2 (eV/Å):
-0.13 0.13 -0.11
0.10 0.14 0.15

2S+1 = 5
charge = +3
orbital gap (spin up / spin down) = 0.338 / 0.220 Ha
energy above the lowest of the compared OMol25 structures with the same formula, charge and spin = 0.00 kcal per mole
strongest force on any atom = 0.009 hartree/bohr
highest occupied orbital energy (spin up / spin down) = -18.364 / -18.364 eV
LUMO energy (spin up / spin down) = -9.153 / -12.374 eV

***

2.
Below is a molecular structure, C32H27BaClN5O5S, with properties calculated with wB97M-V/def2-TZVPD.

CARTESIAN COORDINATES (ANGSTROEM)
Ba 0.659 0.044 0.147
O -1.206 2.954 -3.425
C -2.482 3.040 -3.006
C -3.295 4.010 -3.603
C -4.605 4.169 -3.202
C -5.138 3.361 -2.201
C -4.335 2.394 -1.626
C -3.007 2.204 -2.010
C -2.176 1.125 -1.373
O -0.917 1.172 -1.652
N -2.824 0.259 -0.638
N -1.956 -0.701 -0.075
C -2.500 -1.745 0.416
C -1.788 -2.899 1.011
C -2.608 -3.810 1.678
C -2.119 -4.954 2.289
C -0.751 -5.194 2.228
C 0.096 -4.331 1.562
C -0.378 -3.165 0.912
O 0.423 -2.409 0.240
H -0.804 2.289 -2.802
H -2.854 4.628 -4.374
H -5.218 4.931 -3.671
H -6.163 3.484 -1.878
H -4.718 1.738 -0.855
H -3.592 -1.811 0.394
H -3.672 -3.603 1.722
H -2.782 -5.634 2.805
H -0.335 -6.071 2.715
H 1.162 -4.514 1.541
C 3.819 4.638 0.199
C 4.153 3.525 0.951
C 3.522 2.320 0.681
N 2.619 2.197 -0.290
C 2.281 3.267 -0.998
C 2.866 4.509 -0.794
H 4.291 5.594 0.388
H 4.886 3.578 1.745
H 3.743 1.427 1.254
H 1.530 3.129 -1.768
H 2.565 5.350 -1.404
Cl 1.076 1.316 9.039
C 1.114 1.115 7.300
C 1.467 -0.115 6.775
C 1.508 -0.264 5.397
C 1.173 0.793 4.561
C 0.806 2.014 5.117
C 0.787 2.189 6.491
C 1.202 0.627 3.059
O 0.398 1.331 2.399
O 2.014 -0.199 2.580
H 1.708 -0.935 7.437
H 1.800 -1.206 4.953
H 0.521 2.816 4.449
H 0.512 3.137 6.933
C 1.689 -5.183 -1.490
C 2.481 -3.955 -1.217
C 3.309 -3.751 -0.152
C 3.802 -2.444 0.046
N 3.623 -1.458 -0.809
C 2.859 -1.677 -1.907
S 2.459 -0.476 -3.013
N 2.308 -2.922 -2.073
C 4.498 -2.089 1.322
H 2.041 -6.015 -0.884
H 1.740 -5.459 -2.544
H 0.651 -4.982 -1.217
H 3.477 -4.533 0.572
H 1.617 -2.981 -2.810
H 4.946 -2.958 1.803
H 3.744 -1.666 1.996
H 5.252 -1.327 1.139

Forces on atoms 1 to 2 (eV/Å):
0.45 0.19 -0.65
0.02 0.09 0.08

charge = -1
orbital gap = 0.252 Ha
strongest force on any atom = 0.016 hartree/bohr
highest occupied orbital energy = -4.578 eV
LUMO energy = 2.271 eV